Entry 1:
DFT (ωB97M-V/def2-TZVPD) results for C25H45NP2ReS as an isolated structure in a non-equilibrium geometry.

Structure (XYZ):
```
75
Properties=species:S:1:pos:R:3:forces:R:3
Re -0.1187 0.0438 1.1974 3.80 -1.22 -2.22
S 0.2459 -0.2532 5.6816 0.31 -0.28 -0.03
P 1.7213 1.7755 1.4279 0.30 1.21 0.54
P 0.9676 -2.2955 0.6545 0.10 -1.23 0.95
N 0.6159 -0.3160 2.9075 -0.07 -0.36 4.09
C 1.4021 -3.1703 2.2344 -0.06 0.57 0.05
C 2.6152 -2.6149 -0.1199 0.15 0.19 -0.56
C -1.8678 1.5785 3.5176 0.94 -0.80 0.43
C 1.9617 3.2843 0.4256 -0.07 -0.09 -0.39
C -1.0181 -0.8245 -3.8536 0.06 -0.92 0.77
C 0.4472 -0.3153 4.1423 0.77 -0.18 -2.73
C 2.2061 -0.2500 -3.7290 1.05 -0.01 0.00
C -1.7071 3.0415 0.8083 -0.02 0.26 -0.21
C -1.9983 -0.5208 1.9243 -1.80 -0.51 1.30
C -2.8791 1.1334 -1.2565 0.10 0.16 -0.98
C -0.0281 1.5843 -4.0496 -0.12 1.07 -0.33
C -0.9110 0.4367 -4.6380 -0.36 0.34 -0.82
C -1.6950 1.5335 0.9531 -1.34 0.99 -0.15
C 1.5882 0.4584 -2.5504 -0.17 -0.18 -0.24
C 0.0216 -1.6756 -3.7518 -0.89 -0.06 0.59
C -1.7902 0.8722 2.2139 -1.18 0.27 0.45
C 0.5804 1.3153 -2.7059 -0.15 -0.16 0.17
C 1.3398 -1.3720 -4.3846 0.46 -0.49 -0.75
C 3.4511 1.2207 1.6790 0.00 -0.37 -0.09
C -2.2856 -0.6579 0.5315 -0.67 0.24 -0.36
C -2.1873 -1.6437 2.9115 -0.10 -0.28 0.56
C 1.4058 2.6269 3.0342 -0.04 -0.18 0.16
C -0.2022 -3.6434 0.1734 -0.18 0.04 -0.60
C -2.1588 0.6171 -0.0689 -0.04 0.41 0.82
C -3.0665 -1.8228 -0.0011 -0.13 -0.62 -0.51
H -0.4845 0.1882 -5.6300 -0.34 0.10 0.40
H -1.9980 -1.0243 -3.3581 0.91 -0.12 -0.46
H -2.7987 1.3511 4.0048 -0.80 0.52 -0.10
H 2.3060 3.2393 3.2286 -0.55 -0.16 0.01
H -0.7187 -3.9918 1.0937 0.32 0.30 -0.60
H 1.6131 -4.2175 1.9265 -0.09 0.68 0.40
H -2.8199 -2.7631 0.5229 -0.11 0.51 -0.29
H 2.6209 3.9518 1.0241 -0.40 -0.39 -0.53
H -1.6606 -1.4311 3.8581 -0.40 -0.12 -0.42
H -1.0985 3.5483 1.5738 -0.21 -0.27 -0.35
H 0.9899 3.7835 0.2511 0.57 -0.21 0.02
H -1.5820 2.6077 3.4504 -0.65 0.71 -0.20
H 2.5551 -2.7525 -1.2168 0.05 0.14 0.57
H 3.1665 -0.7094 -3.4045 -0.57 0.33 -0.18
H 1.9459 0.1418 -1.5674 -0.06 0.36 0.02
H 2.2962 -2.6981 2.6771 -0.44 -0.36 0.02
H 3.0401 -3.5262 0.3589 -0.41 0.57 -0.46
H 3.9010 0.9289 0.7099 -0.17 0.15 0.54
H 0.5407 -3.1310 2.9231 0.54 -0.10 -0.13
H 1.9407 -2.3011 -4.4121 -0.28 0.48 -0.08
H -2.9630 -1.9954 -1.0971 -0.01 0.25 0.79
H -0.9541 -3.3419 -0.5737 0.48 -0.22 0.21
H 0.5142 3.2762 2.9584 0.55 -0.26 0.06
H -1.8155 -2.6329 2.5509 -0.33 0.85 0.11
H 4.0027 2.0852 2.1084 -0.28 -0.58 -0.32
H -1.3683 3.3901 -0.1862 -0.15 -0.30 0.51
H -4.1474 -1.6299 0.2159 0.78 -0.01 -0.20
H 2.4359 3.0252 -0.5387 -0.26 0.27 0.39
H 2.4931 0.4761 -4.5230 -0.25 -0.35 0.60
H 0.4012 -4.4864 -0.2128 -0.34 0.36 0.11
H 3.3034 -1.7758 0.1042 -0.42 -0.36 -0.16
H 1.2701 1.9154 3.8653 0.12 0.48 -0.38
H -0.0491 -2.6410 -3.1970 -0.20 0.86 -0.41
H -3.1115 0.3433 -1.9850 0.02 0.36 0.26
H 3.4885 0.3697 2.3862 0.02 0.44 -0.37
H -1.1727 1.2221 4.2582 0.33 -0.35 0.07
H -3.8328 1.5802 -0.8752 0.65 -0.39 -0.29
H -0.6527 2.5021 -3.9881 0.38 -0.52 -0.02
H 1.1775 -1.0821 -5.4435 0.04 -0.25 0.50
H -2.7479 3.4057 0.9493 0.53 -0.26 -0.12
H -1.9233 0.8366 -4.8279 0.46 -0.19 0.04
H -3.2653 -1.7494 3.1524 0.54 -0.01 -0.15
H 0.0794 1.7917 -1.8547 0.34 -0.18 0.00
H -2.3305 1.9423 -1.7749 -0.27 -0.44 0.22
H 0.7565 1.8320 -4.7943 -0.31 -0.17 0.49
```
Positions in Å, forces in eV/Å.

Output
multiplicity	4
HOMO level (spin up / spin down)	-13.84 / -13.84	eV
total charge	+2
⟨S²⟩	3.792


Entry 2:
DFT (ωB97M-V/def2-TZVPD) results for a 2-piece molecular cluster, C3H10NOS overall in a non-equilibrium geometry.

Structure (XYZ):
```
16
Properties=species:S:1:pos:R:3:forces:R:3
S 2.6240 -0.6656 0.7332 -1.16 0.56 0.04
O -1.8225 0.6382 -1.2079 -2.25 -0.81 1.14
N -2.6606 -0.8336 0.6661 -1.47 -0.32 -1.78
C 0.8336 1.2875 -0.7219 2.11 -3.42 0.96
C -2.7879 -0.2533 -0.8445 0.70 -0.68 0.09
C 1.1480 0.5171 0.6193 0.61 0.60 0.77
H 0.0476 1.9626 -0.3917 -0.41 -0.30 -1.15
H 1.7819 1.7836 -0.9021 0.03 0.59 -0.66
H 3.1653 -0.1137 -0.3152 0.83 0.22 -0.85
H -2.2269 -1.7221 0.9207 0.24 0.62 -0.73
H 0.6891 0.3716 -1.4833 -0.44 2.88 1.37
H -3.9780 -0.0156 -0.8951 2.29 0.28 0.11
H 0.3206 -0.1239 0.7556 -1.06 -0.62 0.52
H -2.6657 -1.1673 -1.4719 -0.44 -0.17 0.25
H -2.3554 -0.0789 1.2093 0.76 1.00 1.01
H 1.2798 1.1751 1.5265 -0.33 -0.44 -1.10
```
Positions in Å, forces in eV/Å.

Output
multiplicity	1
HOMO level	-2.72	eV
total charge	-1


Entry 3:
DFT (ωB97M-V/def2-TZVPD) results for C3H8I2NO as an isolated structure in a non-equilibrium geometry.

Structure (XYZ):
```
15
Properties=species:S:1:pos:R:3:forces:R:3
I -2.7347 1.1542 0.0373 -3.52 1.66 -0.27
I -1.3698 -2.1392 0.1438 -0.39 0.35 -0.26
O -0.4575 0.3372 -2.0844 -0.47 -0.47 -1.99
N 1.6108 -0.5378 -0.8045 -1.41 2.85 1.57
C -0.8715 -0.0300 0.2855 3.91 -3.10 0.81
C 0.0188 0.3467 -0.8928 0.86 1.44 5.39
C -0.3302 0.2345 1.7320 1.40 1.91 0.10
H 1.4895 -1.5022 -0.5840 -0.02 -1.20 -1.07
H 2.0732 -0.1646 0.0345 -0.18 0.13 -0.39
H -0.5869 1.3600 1.9374 0.47 -1.96 0.01
H 2.0705 -0.1312 -1.6006 0.56 -1.02 -0.72
H -1.3218 -0.1072 -2.0692 0.08 -0.33 -0.46
H 0.3427 1.3660 -0.5134 0.65 -0.86 -1.16
H 0.8674 0.2200 1.8258 -2.62 -0.32 -0.16
H -0.8004 -0.4065 2.5527 0.68 0.91 -1.40
```
Positions in Å, forces in eV/Å.

Output
multiplicity	3
HOMO level (spin up / spin down)	-10.27 / -13.65	eV
total charge	+1
⟨S²⟩	2.007


Entry 4:
DFT (ωB97M-V/def2-TZVPD) results for the molecule C2H4O2 in a non-equilibrium geometry.

Structure (XYZ):
```
8
Properties=species:S:1:pos:R:3:forces:R:3
O -1.8526 -0.3970 -0.0049 0.46 -0.62 -0.01
O 1.0140 -1.1971 -0.1607 -1.27 -0.87 1.83
C -0.9513 0.3795 -0.0873 1.10 1.99 -0.12
C 0.6075 0.1655 -0.0307 -2.30 -1.56 1.11
H 0.8399 0.7738 0.8999 0.33 -1.09 -0.54
H 0.4180 -1.8526 0.3557 1.24 2.01 -1.16
H 1.0902 0.6156 -0.8483 0.34 1.10 -1.07
H -1.1657 1.5123 -0.1236 0.10 -0.98 -0.04
```
Positions in Å, forces in eV/Å.

Output
multiplicity	1
HOMO level	-9.96	eV
structure (SMILES)	O=CCO


Entry 5:
DFT (ωB97M-V/def2-TZVPD) results for the molecule Cl2H8Si4 in a non-equilibrium geometry.

Structure (XYZ):
```
14
Properties=species:S:1:pos:R:3:forces:R:3
Cl 0.1513 -0.4584 -2.4417 0.39 0.24 0.32
Cl 1.8281 1.1307 1.7459 0.22 0.20 -0.24
Si -0.7772 0.3081 -0.6862 -0.35 -0.33 -1.64
Si 0.4711 -0.3331 1.1784 0.62 0.43 0.24
Si 1.7219 -2.2734 0.6886 -1.18 -0.83 -0.12
Si -1.2303 2.4824 -1.4887 -2.27 0.04 0.78
H -2.1907 3.4106 -0.7516 0.34 -0.76 -0.04
H 0.9418 -2.9001 -0.4457 0.05 -0.18 0.77
H -0.4158 -0.2218 2.3306 -0.45 -0.53 0.21
H -1.6052 2.6608 -2.8827 -0.25 -0.60 -0.49
H -1.9639 -0.5414 -0.8834 -0.36 -0.01 0.70
H -0.0244 3.1081 -1.4089 2.62 1.25 0.27
H 2.2490 -3.1537 1.7746 -0.82 0.06 0.09
H 2.9525 -2.0519 0.0614 1.44 1.02 -0.85
```
Positions in Å, forces in eV/Å.

Output
multiplicity	1
HOMO level	-9.95	eV
structure (SMILES)	[SiH3][Si@@H](Cl)[Si@@H]([SiH3])Cl


Entry 6:
DFT (ωB97M-V/def2-TZVPD) results for a 2-piece molecular cluster, C10H16 overall in a non-equilibrium geometry.

Structure (XYZ):
```
26
Properties=species:S:1:pos:R:3:forces:R:3
C 0.6483 -0.3545 -1.0948 -0.31 -0.68 0.41
C -1.9052 0.2210 0.5885 -0.52 -0.01 -1.00
C 1.7221 0.0880 -1.8389 0.04 -0.21 -0.52
C -0.6694 -0.2320 -1.5421 -0.40 1.24 -0.62
C 0.2332 0.7935 -3.5684 -0.27 1.21 0.95
C -0.8414 0.4457 -2.7427 0.26 -0.35 -1.04
C 1.5231 0.6910 -3.0828 0.25 -0.51 0.22
C 0.2410 -0.5108 2.9302 0.00 0.88 0.45
C 1.5953 -0.1214 3.4828 0.87 0.10 0.22
C -1.8653 -0.6124 -0.7089 0.61 -0.62 0.81
H -0.8887 0.3487 0.9296 -0.36 0.17 -0.12
H -1.7223 -1.6670 -0.4469 -0.09 0.00 0.15
H 0.8262 -0.8500 -0.1431 0.06 0.03 -0.05
H 2.3985 1.0351 -3.6167 -0.14 0.04 -0.26
H -2.3587 1.1919 0.3843 0.20 0.14 0.00
H 2.4034 0.0898 2.7788 -0.20 -0.41 -0.37
H 1.9675 -0.8562 4.1974 0.05 -0.06 -0.03
H 2.7327 -0.1278 -1.5147 -0.03 0.26 0.21
H -0.4086 -0.4752 3.8010 -0.50 -0.34 -0.12
H -2.8181 -0.5849 -1.2327 0.13 0.27 -0.31
H 1.5252 0.8218 4.0286 -0.29 -0.05 0.13
H -0.1171 0.2565 2.2574 0.22 0.07 0.34
H 0.1209 -1.4535 2.4087 0.37 -0.30 0.11
H -1.8019 0.7161 -3.1679 -0.31 -0.36 0.45
H -0.0212 1.3964 -4.4317 0.32 -0.31 -0.31
H -2.5195 -0.2496 1.3449 0.02 -0.19 0.30
```
Positions in Å, forces in eV/Å.

Output
multiplicity	1
HOMO level	-9.02	eV
structure (SMILES)	CCc1ccccc1.CC